(1)
A molecular structure, C6H9Cl2CoO3PPr at a distorted geometry. Source: the Open Molecules 2025 dataset; level of theory: wB97M-V/def2-TZVPD.

Structure (XYZ):
```
23
C6H9Cl2CoO3PPr, DFT wB97M-V/def2-TZVPD
Pr -0.548 -2.097 -4.628
Co 0.057 1.905 0.417
Cl 1.384 -3.504 -3.805
Cl -1.441 0.936 -0.829
C 0.074 3.608 0.783
C 0.112 -3.622 -6.411
C -1.538 -1.949 -6.914
O 0.134 4.765 1.008
O 0.225 -4.127 -7.451
O -1.779 -2.131 -8.040
C 1.700 1.242 3.358
P 0.294 0.997 2.258
C 0.300 -0.713 1.607
C -1.244 0.956 3.245
H 2.619 1.229 2.763
H 1.787 0.533 4.194
H 1.655 2.260 3.755
H 0.111 -1.391 2.446
H -0.513 -0.830 0.870
H 1.271 -0.890 1.122
H -1.270 0.024 3.830
H -1.294 1.860 3.869
H -2.095 0.939 2.550
```

Calculated values
Calculated total energy, Ha: -3619.44353
Energy relative to the best compared isomer or geometry (same formula, charge and spin), kJ/mol: 52.1
E_HOMO (spin up / spin down), eV: -23.479 / -23.756
Kohn-Sham gap (spin up / spin down), eV: 8.04 / 6.08
Net charge: +4
⟨S²⟩: 12.026
Multiplicity: 7
LUMO level (spin up / spin down), eV: -15.44 / -17.68

Löwdin population analysis, charges in e, atoms 1 to 2: Pr 1.33; Co 0.45

***

(2)
A molecular structure, C5H11NS2 at a distorted geometry. Source: the Open Molecules 2025 dataset; level of theory: wB97M-V/def2-TZVPD.

Structure (XYZ):
```
19
C5H11NS2, DFT wB97M-V/def2-TZVPD
C 2.175 0.338 -0.985
C -0.342 0.150 0.002
C -1.133 0.362 1.193
C -1.139 1.285 0.161
C -0.664 -2.611 -0.161
H 1.314 -0.591 -1.350
H 3.302 -0.258 -0.958
H 2.359 1.442 -1.573
H -2.153 -0.238 1.454
H -0.605 0.504 2.104
H -2.101 1.315 -0.298
H 0.486 2.564 0.899
H 0.151 2.498 -0.611
H -1.829 -2.591 0.234
H 0.175 -2.413 0.894
H -0.110 -3.506 -1.011
N -0.377 2.467 0.283
S 1.325 0.308 0.780
S -0.834 -1.026 -1.057
```

Calculated values
Calculated total energy, Ha: -1047.96901
Energy relative to the best compared isomer or geometry (same formula, charge and spin), kJ/mol: 706.4
E_HOMO, eV: -8.499
Kohn-Sham gap, eV: 9.02
LUMO level, eV: 0.52

natural (NBO) population analysis, charges in e, atoms 1 to 2: C -0.82; C -0.41

***

(3)
A single C8H12O molecule at a distorted geometry. Source: the Open Molecules 2025 dataset; level of theory: wB97M-V/def2-TZVPD.

Structure (XYZ):
```
21
C8H12O, DFT wB97M-V/def2-TZVPD
C 0.960 0.396 1.626
C 0.064 -0.155 0.754
C -1.242 0.693 1.052
C -1.015 2.142 0.322
C 0.062 -1.343 -0.234
C 0.423 -2.445 0.417
C -0.048 -1.006 -1.745
C 0.979 -0.081 -1.993
O 1.371 0.579 -3.107
H 0.487 1.239 2.219
H 1.917 -0.016 1.411
H -1.985 0.133 0.448
H -1.909 0.547 2.143
H -1.745 3.007 0.489
H -0.780 1.923 -0.893
H 0.069 2.271 0.694
H 0.875 -3.477 0.231
H 0.645 -2.154 1.635
H 0.275 -1.933 -2.372
H -0.979 -0.485 -2.091
H 1.575 0.165 -1.005
```

Calculated values
Calculated total energy, Ha: -387.01054
Energy relative to the best compared isomer or geometry (same formula, charge and spin), kJ/mol: 662.7
E_HOMO, eV: -9.469
Kohn-Sham gap, eV: 9.75
LUMO level, eV: 0.29

natural (NBO) population analysis, charges in e, atoms 1 to 2: C -0.44; C 0.01